No. 1
A 8-piece molecular cluster, C33H40N8 overall at a distorted geometry, computed with ωB97M-V with the def2-TZVPD basis set.

Computed properties:
Molar mass ... 548.7 g/mol
Net charge ... 0
E ... -46786.4177 eV
Orbital gap ... 8.04 eV
Relative energy (zero: lowest compared OMol25 entry of this formula, charge and spin) ... 41.7 kcal per mole
SMILES ... c1cc[nH]c1.c1cc[nH]c1.c1cc[nH]c1.c1cc[nH]c1.c1cc[nH]c1.c1cc[nH]c1.c1cc[nH]c1.c1ccncc1
Strongest force on any atom ... 5.52 eV Å⁻¹
LUMO level ... 0.42 eV
HOMO energy ... -7.62 eV

Last column: Löwdin charge in e.
CARTESIAN COORDINATES (ANGSTROEM)
C: -2.4214 0.5748 -5.3531  -0.126
C: -2.9251 -0.7093 -5.1462  -0.172
C: -2.4042 -1.3150 -4.0437  -0.120
N: -1.5898 -0.3513 -3.4694  0.009
C: -1.5982 0.7985 -4.2548  -0.144
H: -2.6451 1.2773 -6.1423  0.089
H: -3.7164 -1.0290 -5.8081  0.087
H: -2.4248 -2.3150 -3.6362  0.103
H: -1.1311 -0.3745 -2.5698  0.064
H: -0.9355 1.6101 -3.9928  0.102
C: 3.9694 -0.2193 -2.6237  -0.125
C: 4.3345 0.2790 -1.3870  -0.108
C: 4.4104 -0.8398 -0.4745  -0.108
N: 4.0474 -1.9667 -1.1893  -0.003
C: 3.7103 -1.5989 -2.4703  -0.142
H: 3.8449 0.4068 -3.4948  0.091
H: 4.4576 1.3440 -1.2571  0.082
H: 4.6471 -0.9837 0.5694  0.079
H: 4.0165 -2.9158 -0.8453  0.146
H: 3.3514 -2.3931 -3.1081  0.099
C: -5.5471 -0.3950 2.0852  -0.087
C: -4.1685 -0.3188 2.5644  -0.117
C: -3.4361 -1.4462 2.1103  -0.142
N: -4.3207 -2.2168 1.4283  -0.007
C: -5.5821 -1.6584 1.4278  -0.125
H: -6.3911 0.2538 2.2674  0.082
H: -3.8494 0.5677 3.0923  0.073
H: -2.3749 -1.6355 2.1772  0.099
H: -4.0093 -3.0599 0.9676  0.147
H: -6.3994 -2.1958 0.9700  0.099
C: -6.6358 1.4227 -1.1683  -0.150
C: -5.2213 1.4182 -1.0889  -0.104
C: -4.7929 1.3051 -2.4282  -0.102
N: -5.9100 1.3619 -3.2832  0.016
C: -7.0562 1.4275 -2.4774  -0.138
H: -7.2027 1.6251 -0.2716  0.085
H: -4.7347 1.5870 -0.1396  0.074
H: -3.8194 1.2449 -2.8921  0.073
H: -5.9746 1.2760 -4.2875  0.137
H: -8.0583 1.5167 -2.8700  0.096
C: 2.1185 5.5270 2.3085  -0.107
C: 1.8376 4.1635 2.0847  -0.132
C: 2.4682 3.7221 0.9208  -0.136
N: 3.1413 4.8204 0.3544  0.014
C: 2.9439 5.9265 1.2455  -0.113
H: 1.8750 6.1737 3.1385  0.089
H: 1.2020 3.5237 2.6789  0.078
H: 2.4208 2.7356 0.4838  0.092
H: 3.6015 4.8639 -0.5436  0.134
H: 3.2604 6.9156 0.9489  0.093
C: 5.3140 1.6914 2.0854  -0.136
C: 4.2628 0.9373 2.5915  -0.136
C: 4.7873 -0.1506 3.2228  -0.151
N: 6.0710 -0.2652 2.7838  0.002
C: 6.4298 0.9484 2.1341  -0.110
H: 5.2620 2.6799 1.6535  0.098
H: 3.2381 1.2766 2.5545  0.074
H: 4.4028 -1.0225 3.7311  0.110
H: 6.7052 -1.0296 2.9669  0.141
H: 7.4233 1.1069 1.7415  0.106
C: 0.8132 -3.8569 1.9653  -0.158
C: 0.4914 -4.1181 0.7009  -0.126
C: 0.6684 -5.4987 0.5848  -0.123
N: 1.2578 -6.0122 1.7359  0.009
C: 1.3060 -4.9950 2.6234  -0.131
H: 0.7318 -2.9035 2.4660  0.088
H: 0.1931 -3.4158 -0.0633  0.090
H: 0.4955 -6.1577 -0.2532  0.098
H: 1.5996 -6.9499 1.8907  0.150
H: 1.5969 -5.2783 3.6242  0.106
C: 0.3242 0.6529 1.7767  -0.081
C: 1.0668 -0.2078 0.9715  -0.078
C: 0.5590 -0.5260 -0.3137  -0.082
N: -0.7306 -0.1295 -0.7395  0.052
C: -1.4288 0.6403 0.1471  -0.131
C: -0.9567 1.0780 1.3785  -0.066
H: 0.6547 0.9828 2.7505  0.097
H: 1.9744 -0.6955 1.2954  0.084
H: 1.1244 -1.1909 -0.9497  0.086
H: -2.4152 0.9747 -0.1385  0.090
H: -1.6046 1.7036 1.9745  0.102


No. 2
C33H41AuN3Sb2 as an isolated structure at a distorted geometry, computed with ωB97M-V with the def2-TZVPD basis set.

Computed properties:
Molar mass ... 920.2 g/mol
Net charge ... +3
E ... -56095.0615 eV
Orbital gap ... 5.23 eV
Relative energy (zero: lowest compared OMol25 entry of this formula, charge and spin) ... 13.5 kcal per mole
Strongest force on any atom ... 1.33 eV Å⁻¹
LUMO level ... -11.38 eV
HOMO energy ... -16.61 eV

Last column: Löwdin charge in e.
CARTESIAN COORDINATES (ANGSTROEM)
Au: -0.1082 -0.0915 -0.0146  0.605
C: -0.2505 2.9477 1.1322  -0.164
C: -0.4687 2.0135 2.3414  -0.186
N: 0.3488 0.7859 2.3034  -0.118
C: 1.7933 1.0278 2.4641  -0.178
C: 2.6378 0.1367 1.5641  -0.170
N: 2.1938 0.1109 0.1494  -0.154
C: 2.5324 1.3033 -0.6679  -0.175
C: 1.7093 2.5475 -0.3484  -0.173
N: 0.2706 2.2878 -0.0914  -0.105
H: -1.2055 3.4131 0.8947  0.129
H: 0.4169 3.7619 1.4111  0.121
H: -0.2770 2.5904 3.2504  0.132
H: -1.5131 1.7019 2.3811  0.099
H: 0.0268 0.1832 3.0497  0.108
H: 1.9962 2.0759 2.2551  0.109
H: 2.1152 0.8708 3.4938  0.140
H: 3.6812 0.4573 1.6378  0.137
H: 2.5893 -0.8921 1.9256  0.120
H: 2.6667 -0.6724 -0.2873  0.103
H: 3.5901 1.5611 -0.5579  0.137
H: 2.3756 1.0144 -1.7083  0.116
H: 2.1327 3.0547 0.5142  0.109
H: 1.8268 3.2428 -1.1804  0.138
H: -0.2719 2.6188 -0.8785  0.091
C: -1.3972 -2.7440 1.9377  -0.285
C: -2.8675 -2.3259 1.8770  -0.334
C: -3.2193 -0.9474 1.3108  -0.328
Sb: -2.4535 -0.7319 -0.6763  1.421
C: -3.2946 0.9431 -1.6056  -0.392
C: -4.6449 1.2543 -1.4557  -0.108
C: -5.1705 2.3499 -2.1262  -0.044
C: -4.3566 3.1153 -2.9546  -0.033
C: -3.0120 2.7928 -3.1162  -0.056
C: -2.4768 1.7053 -2.4409  -0.164
C: -3.2621 -2.5003 -1.5311  -0.383
C: -4.3767 -3.1467 -0.9811  -0.117
C: -4.9713 -4.1979 -1.6587  -0.036
C: -4.4640 -4.6132 -2.8875  -0.016
C: -3.3745 -3.9595 -3.4537  -0.046
C: -2.7740 -2.9107 -2.7782  -0.150
Sb: -0.4856 -3.3590 0.0244  1.799
C: 0.2573 -3.3068 -1.9221  -0.405
C: 0.0058 -4.4448 -2.7025  -0.128
C: 0.5037 -4.4899 -3.9930  -0.021
C: 1.2781 -3.4412 -4.4854  0.002
C: 1.5465 -2.3245 -3.6953  -0.031
C: 1.0440 -2.2563 -2.4091  -0.141
C: -0.8028 -5.3974 0.2234  -0.392
C: 0.2098 -6.2990 -0.1563  -0.119
C: 0.0361 -7.6571 0.0427  -0.028
C: -1.1565 -8.1289 0.5849  0.001
C: -2.1714 -7.2432 0.9515  -0.029
C: -1.9891 -5.8829 0.7989  -0.105
H: -1.2864 -3.6842 2.4789  0.072
H: -0.7373 -1.9810 2.3449  0.041
H: -3.1609 -2.3585 2.9350  0.144
H: -3.4514 -3.1089 1.4041  0.067
H: -2.7455 -0.1555 1.8908  0.043
H: -4.2984 -0.8062 1.3670  0.079
H: -5.2928 0.6586 -0.8212  0.106
H: -6.2156 2.6040 -2.0069  0.124
H: -4.7734 3.9629 -3.4826  0.125
H: -2.3877 3.3835 -3.7738  0.119
H: -1.4311 1.4469 -2.5751  0.077
H: -4.8276 -2.8018 -0.0607  0.101
H: -5.8478 -4.6783 -1.2432  0.127
H: -4.9373 -5.4313 -3.4162  0.128
H: -3.0084 -4.2584 -4.4287  0.125
H: -1.9438 -2.3892 -3.2423  0.104
H: -0.6091 -5.2559 -2.3403  0.104
H: 0.2892 -5.3495 -4.6168  0.133
H: 1.6748 -3.4927 -5.4928  0.134
H: 2.1505 -1.5164 -4.0895  0.126
H: 1.2208 -1.3874 -1.7926  0.026
H: 1.1373 -5.9425 -0.5921  0.110
H: 0.8236 -8.3498 -0.2264  0.130
H: -1.2961 -9.1929 0.7289  0.133
H: -3.0964 -7.6221 1.3665  0.128
H: -2.7849 -5.2101 1.0999  0.095


No. 3
C33H41BCl3N6OS3W as an isolated structure, computed with ωB97M-V with the def2-TZVPD basis set.

Computed properties:
Molar mass ... 934.9 g/mol
Multiplicity ... 3
<S²> ... 2.0302
Net charge ... +3
E ... -118427.2699 eV
Orbital gap (spin up / spin down) ... 6.83 / 5.21 eV
Strongest force on any atom ... 0.89 eV Å⁻¹
LUMO level (spin up / spin down) ... -9.78 / -11.45 eV
HOMO energy (spin up / spin down) ... -16.60 / -16.66 eV

Last column: Löwdin charge in e.
CARTESIAN COORDINATES (ANGSTROEM)
W: -0.3250 0.4888 0.5203  0.866
C: -0.1666 5.6463 -0.6993  -0.020
C: 0.3574 4.5030 -1.5261  -0.205
C: 1.2192 4.6734 -2.5774  0.110
C: 1.7151 3.5769 -3.3121  -0.153
N: 1.3076 2.3527 -3.0373  0.213
N: 0.4655 2.1930 -2.0206  -0.032
B: 0.0501 0.6973 -1.6992  -0.737
N: 1.2766 -0.1933 -2.0770  -0.012
N: 1.2297 -0.9055 -3.2054  0.217
C: 2.3505 -1.4484 -3.6195  -0.164
C: 3.5554 -1.2461 -2.9022  0.103
C: 3.5819 -0.5476 -1.7298  -0.217
C: 4.8225 -0.3125 -0.9176  -0.021
C: 2.3446 -0.0421 -1.3110  -0.531
S: 2.1087 0.8458 0.1735  0.821
C: 2.3238 -2.2591 -4.9029  -0.537
C: 2.7254 -3.7065 -4.5650  -0.020
C: 3.3345 -1.6506 -5.8898  -0.017
C: 0.9301 -2.2408 -5.5283  -0.053
N: -1.1297 0.2851 -2.6255  -0.006
N: -1.0251 0.6521 -3.9045  0.213
C: -1.8982 0.1517 -4.7539  -0.165
C: -2.9038 -0.7356 -4.3116  0.111
C: -3.0083 -1.0992 -3.0000  -0.211
C: -4.0551 -2.0482 -2.4821  -0.024
C: -2.0487 -0.5315 -2.1546  -0.513
S: -2.0507 -0.8438 -0.4304  0.767
C: -1.8017 0.5643 -6.2125  -0.538
C: -2.0090 -0.6670 -7.1114  -0.022
C: -2.9185 1.5926 -6.4662  -0.018
C: -0.4439 1.1959 -6.5088  -0.046
C: 0.0260 3.1718 -1.2470  -0.518
S: -0.9288 2.7100 0.1731  0.736
C: 2.7432 3.7645 -4.4201  -0.539
C: 3.9429 4.5387 -3.8515  -0.025
C: 2.0969 4.5900 -5.5491  -0.015
C: 3.2131 2.4131 -4.9626  -0.047
H: 0.2844 6.5851 -1.0115  0.099
H: 0.0485 5.4998 0.3606  0.090
H: -1.2502 5.7377 -0.8056  0.105
H: 1.5471 5.6745 -2.8335  0.143
H: 4.4818 -1.6483 -3.2978  0.142
H: 5.7005 -0.7023 -1.4271  0.099
H: 4.7446 -0.8004 0.0573  0.097
H: 4.9732 0.7545 -0.7348  0.094
H: 3.7095 -3.7617 -4.0910  0.088
H: 2.7724 -4.2930 -5.4844  0.103
H: 1.9939 -4.1753 -3.9013  0.096
H: 4.3668 -1.7543 -5.5441  0.090
H: 3.1324 -0.5892 -6.0667  0.083
H: 3.2622 -2.1714 -6.8470  0.105
H: 0.1756 -2.6387 -4.8452  0.089
H: 0.9386 -2.8610 -6.4255  0.106
H: 0.6335 -1.2250 -5.8147  0.046
H: -3.6072 -1.1419 -5.0295  0.144
H: -4.7779 -2.2871 -3.2581  0.099
H: -4.5928 -1.6214 -1.6326  0.089
H: -3.5969 -2.9819 -2.1465  0.104
H: -3.0474 -1.0059 -7.1208  0.089
H: -1.3717 -1.5045 -6.8126  0.077
H: -1.7521 -0.4059 -8.1390  0.105
H: -3.9080 1.1737 -6.2626  0.093
H: -2.8982 1.8995 -7.5139  0.104
H: -2.7844 2.4843 -5.8470  0.095
H: 0.3739 0.4834 -6.3531  0.061
H: -0.2605 2.0610 -5.8711  0.065
H: -0.4231 1.5185 -7.5510  0.105
H: 3.6835 5.5607 -3.5620  0.089
H: 4.7169 4.6103 -4.6176  0.103
H: 4.3761 4.0301 -2.9845  0.095
H: 1.8274 5.5957 -5.2118  0.092
H: 1.2018 4.1050 -5.9424  0.082
H: 2.8089 4.6987 -6.3697  0.105
H: 3.6948 1.8157 -4.1800  0.081
H: 3.9440 2.5870 -5.7535  0.102
H: 2.3849 1.8311 -5.3768  0.066
Cl: -0.9817 -1.6668 7.2868  0.947
C: -0.5527 -1.4564 5.6963  -0.607
C: -1.3878 -0.6211 4.8771  -0.042
C: -1.0223 -0.4604 3.5957  -0.465
Cl: -1.9302 0.5677 2.4960  0.804
C: 0.1335 -1.0821 3.0280  -0.368
O: 0.4493 -0.8764 1.8049  -0.278
C: 0.9468 -1.9124 3.8887  -0.560
Cl: 2.3037 -2.6541 3.2222  0.884
C: 0.6018 -2.0834 5.1961  -0.068
H: -2.2685 -0.1470 5.2946  0.142
H: 1.2087 -2.7025 5.8442  0.139


No. 4
C33H41ClN2O4RuS as an isolated structure at a distorted geometry, computed with ωB97M-V with the def2-TZVPD basis set.

Computed properties:
Molar mass ... 698.3 g/mol
Multiplicity ... 2
<S²> ... 0.7581
Net charge ... +1
E ... -71991.2485 eV
Orbital gap (spin up / spin down) ... 6.71 / 6.21 eV
Strongest force on any atom ... 2.72 eV Å⁻¹
LUMO level (spin up / spin down) ... -3.90 / -4.37 eV
HOMO energy (spin up / spin down) ... -10.61 / -10.58 eV

Last column: Löwdin charge in e.
CARTESIAN COORDINATES (ANGSTROEM)
Ru: -0.3150 -0.7842 -0.5503  1.239
C: 2.1762 -0.1286 -3.0332  -0.024
C: 0.8495 -0.7855 -2.8020  -0.209
C: -0.3357 0.0024 -2.8900  -0.223
C: -0.2358 1.4481 -3.3015  0.000
C: -1.5766 -0.6057 -2.7140  -0.288
C: -2.8582 0.1543 -2.9191  -0.089
C: -1.6402 -1.9829 -2.3309  -0.249
C: -2.9646 -2.6871 -2.2062  -0.029
C: -0.4593 -2.7124 -2.1378  -0.229
C: -0.5062 -4.1308 -1.6307  -0.018
C: 0.7855 -2.1517 -2.5146  -0.226
C: 1.9892 -3.0457 -2.5707  -0.018
H: 2.4101 -0.0955 -4.1016  0.123
H: 2.9761 -0.6695 -2.5341  0.084
H: 2.1854 0.8910 -2.6589  0.072
H: -0.2028 2.1073 -2.4302  0.109
H: -1.0875 1.7381 -3.9115  0.087
H: 0.6645 1.6298 -3.8808  0.085
H: -3.1853 0.0489 -3.9578  0.116
H: -2.7358 1.2134 -2.7088  0.078
H: -3.6544 -0.2171 -2.2826  0.041
H: -3.3736 -2.5973 -1.1962  0.085
H: -2.8662 -3.7431 -2.4410  0.087
H: -3.6922 -2.2630 -2.8947  0.089
H: -0.5642 -4.8454 -2.4563  0.110
H: -1.3656 -4.2921 -0.9861  0.087
H: 0.3877 -4.3602 -1.0553  0.092
H: 2.4134 -3.1961 -1.5778  0.093
H: 2.7633 -2.6323 -3.2111  0.087
H: 1.7098 -4.0191 -2.9711  0.091
C: -4.3434 -0.6884 4.3445  -0.060
C: -4.0968 0.6054 3.5875  -0.189
N: -3.8630 0.3716 2.1506  -0.114
C: -5.0525 0.4283 1.2959  -0.235
C: -5.3529 1.8415 0.8201  -0.062
C: -2.6400 0.0997 1.7115  -0.605
S: -2.4574 -0.0560 -0.0056  0.895
N: -1.6713 0.0258 2.6295  0.129
C: -0.5419 -0.5961 2.3987  -0.382
O: -0.2288 -1.2789 1.3551  -0.176
C: 0.4377 -0.6223 3.5172  -0.131
C: 1.6921 -1.1978 3.3377  -0.019
C: 2.6149 -1.1975 4.3710  -0.060
C: 2.2758 -0.6473 5.5999  -0.064
C: 1.0123 -0.1062 5.7959  -0.062
C: 0.0948 -0.0918 4.7593  -0.015
H: -4.5597 -0.4728 5.3909  0.083
H: -3.4623 -1.3285 4.2993  0.073
H: -5.1926 -1.2367 3.9332  0.076
H: -3.2333 1.1283 3.9883  0.111
H: -4.9581 1.2697 3.6516  0.120
H: -5.8769 0.0324 1.8889  0.125
H: -4.9127 -0.2447 0.4525  0.080
H: -5.4727 2.5249 1.6612  0.078
H: -6.2781 1.8518 0.2439  0.085
H: -4.5478 2.2161 0.1874  0.068
H: 1.9095 -1.6839 2.4009  0.103
H: 3.5931 -1.6383 4.2268  0.110
H: 2.9913 -0.6549 6.4121  0.110
H: 0.7420 0.3011 6.7609  0.109
H: -0.8885 0.3345 4.8995  0.105
C: 3.1972 3.3344 0.6255  -0.027
C: 3.6260 2.9616 -0.7729  -0.182
C: 3.4807 3.9258 -1.7738  -0.067
C: 3.9696 3.7332 -3.0501  -0.667
Cl: 3.7203 4.9598 -4.2602  0.669
C: 4.6794 2.5879 -3.3636  -0.098
C: 4.8018 1.6064 -2.3984  -0.023
C: 4.2318 1.7562 -1.1414  -0.235
O: 4.3996 0.6331 -0.3422  -0.019
C: 3.4483 0.2222 0.6243  -0.078
C: 2.1099 -0.2135 0.0496  -0.559
O: 1.8119 -1.4267 -0.1128  -0.055
O: 1.2156 0.6544 -0.2316  -0.056
H: 3.0098 4.4061 0.6693  0.084
H: 3.9821 3.1121 1.3494  0.094
H: 2.2832 2.8279 0.9319  0.073
H: 2.9944 4.8623 -1.5310  0.114
H: 5.1182 2.4641 -4.3438  0.112
H: 5.3293 0.6849 -2.6109  0.131
H: 3.2710 0.9813 1.3794  0.113
H: 3.8954 -0.6504 1.0941  0.141